No. 1
{"formula": "H20O10", "method": "wB97M-V/def2-TZVPD", "symbols": ["O", "H", "H", "O", "H", "H", "O", "H", "H", "O", "H", "H", "O", "H", "H", "O", "H", "H", "O", "H", "H", "O", "H", "H", "O", "H", "H", "O", "H", "H"], "xyz": [[0.180, 2.401, 0.422], [0.744, 2.147, -0.196], [-0.584, 1.747, 0.531], [-1.885, -2.357, 1.020], [-1.955, -2.769, 1.996], [-2.576, -1.781, 0.889], [2.057, 1.929, -1.463], [1.977, 2.772, -1.809], [2.895, 1.579, -1.565], [-0.993, 0.185, 2.906], [-0.027, 0.562, 2.616], [-1.170, 0.682, 3.666], [-2.219, 0.951, 0.658], [-1.826, 0.717, 1.476], [-3.160, 1.124, 0.965], [0.418, -0.496, -0.019], [-0.305, -0.726, 0.632], [-0.061, 0.030, -0.828], [0.534, 0.091, -4.276], [0.215, 0.339, -3.486], [-0.234, -0.239, -4.438], [-1.499, 0.480, -2.037], [-2.042, -0.383, -2.239], [-1.509, 0.820, -1.145], [3.183, 0.200, 1.382], [2.537, 0.298, 0.669], [2.619, 0.071, 2.162], [1.952, -3.574, 0.543], [1.559, -2.807, 0.716], [1.177, -4.005, 0.248]], "mulliken_charge": [-0.63, 0.42, 0.33, -0.61, 0.34, 0.28, -0.59, 0.25, 0.26, -0.67, 0.35, 0.29, -0.68, 0.30, 0.33, -0.48, 0.36, 0.17, -0.54, 0.30, 0.26, -0.65, 0.33, 0.30, -0.64, 0.33, 0.30, -0.60, 0.28, 0.31], "smiles": "O.O.O.O.O.O.O.O.O.O", "de_lowest_ev": 5.6235, "orbital_gap_ev": 10.431, "charge": 0, "spin_multiplicity": 1, "e_tot_ha": -764.275259, "e_lumo_ev": -0.37, "e_homo_ev": -10.8}

---

No. 2
{"formula": "C14H25F9N2O7S", "method": "wB97M-V/def2-TZVPD", "symbols": ["C", "O", "C", "C", "C", "C", "C", "C", "C", "C", "C", "F", "F", "C", "F", "F", "S", "F", "F", "F", "F", "F", "O", "C", "O", "H", "H", "H", "H", "H", "H", "H", "H", "H", "H", "H", "H", "H", "H", "H", "H", "H", "H", "H", "C", "N", "O", "O", "H", "H", "H", "C", "N", "O", "O", "H", "H", "H"], "xyz": [[-4.369, 0.526, -2.924], [-3.037, -0.017, -2.744], [-2.044, 1.051, -2.743], [-0.971, 0.695, -1.611], [0.031, -0.493, -2.009], [1.168, -0.563, -0.870], [1.827, -2.011, -0.690], [0.957, -3.012, 0.231], [1.762, -3.473, 1.569], [1.304, -2.596, 2.855], [2.090, -3.056, 4.204], [3.115, -3.925, 3.743], [1.089, -3.745, 4.961], [2.609, -1.724, 4.887], [1.450, -0.957, 5.203], [3.365, -0.901, 4.009], [3.598, -1.886, 6.458], [4.988, -2.149, 5.531], [3.960, -0.241, 6.352], [2.251, -1.595, 7.392], [3.445, -3.529, 6.558], [4.509, -1.938, 7.846], [-0.371, -2.501, 0.528], [-1.270, -3.560, 0.811], [-2.361, -3.331, 1.344], [-4.370, 1.410, -3.654], [-4.835, 0.821, -1.916], [-5.016, -0.293, -3.409], [-2.546, 2.025, -2.457], [-1.529, 1.153, -3.762], [-1.489, 0.402, -0.632], [-0.361, 1.643, -1.394], [0.563, -0.289, -3.001], [-0.499, -1.496, -2.085], [0.759, -0.190, 0.126], [1.991, 0.168, -1.208], [2.856, -1.851, -0.218], [1.991, -2.511, -1.709], [0.813, -3.962, -0.405], [1.482, -4.571, 1.736], [2.861, -3.346, 1.319], [1.362, -1.478, 2.671], [0.184, -2.834, 2.976], [-0.957, -4.630, 0.572], [-2.202, 4.737, -5.269], [-2.616, 3.416, -4.732], [-3.485, 3.412, -3.880], [-2.048, 2.437, -5.193], [-2.783, 5.514, -4.776], [-1.139, 4.858, -5.060], [-2.396, 4.731, -6.341], [-0.932, 5.722, -1.185], [-0.663, 4.289, -1.477], [-1.627, 3.557, -1.633], [0.506, 3.951, -1.540], [-2.008, 5.878, -1.158], [-0.485, 5.949, -0.218], [-0.476, 6.311, -1.979]], "mulliken_charge": [-0.53, -0.38, -0.16, -0.32, -0.54, -0.61, -0.91, 0.16, -0.75, -0.89, 1.24, -0.29, -0.29, 0.54, -0.27, -0.25, 1.12, -0.30, -0.31, -0.28, -0.28, -0.28, -0.28, 0.15, -0.51, 0.16, 0.23, 0.27, 0.28, 0.27, 0.17, 0.09, 0.37, 0.19, 0.30, 0.46, 0.32, 0.29, 0.49, 0.32, 0.31, 0.24, 0.26, 0.35, -0.83, 0.98, -0.50, -0.55, 0.31, 0.31, 0.28, -0.82, 0.82, -0.51, -0.52, 0.33, 0.30, 0.29], "smiles": "COCCCCC[C@@H](CCC(F)(F)C(F)(F)S(F)(F)(F)(F)F)OC=O.C[N+](=O)[O-].C[N+](=O)[O-]", "orbital_gap_ev": 7.699, "charge": 0, "spin_multiplicity": 1, "e_tot_ha": -2481.198246, "e_lumo_ev": -1.03, "e_homo_ev": -8.7}

---

No. 3
{"formula": "C4H2F6O2S", "method": "wB97M-V/def2-TZVPD", "symbols": ["O", "S", "O", "C", "C", "F", "F", "C", "F", "C", "F", "F", "F", "H", "H"], "xyz": [[0.313, 1.724, -2.318], [-0.165, 1.539, -1.003], [-0.024, 2.511, 0.050], [0.195, -0.087, -0.280], [-1.178, -0.641, -0.441], [-1.346, -1.476, -1.502], [-1.779, -1.220, 0.544], [-1.875, 0.728, -0.864], [-2.699, 0.541, -1.913], [-2.788, 1.427, 0.197], [-2.169, 1.466, 1.361], [-3.084, 2.661, -0.290], [-3.917, 0.740, 0.344], [0.524, 0.183, 0.654], [0.926, -0.771, -0.634]], "mulliken_charge": [-0.60, 1.01, -0.58, -0.90, 0.75, -0.28, -0.30, 0.35, -0.32, 0.74, -0.23, -0.23, -0.25, 0.42, 0.41], "smiles": "O=S1(=O)CC(F)(F)[C@@]1(F)C(F)(F)F", "de_lowest_ev": 0.0000, "orbital_gap_ev": 12.032, "charge": 0, "spin_multiplicity": 1, "e_tot_ha": -1301.428661, "e_lumo_ev": 0.49, "e_homo_ev": -11.5}

---

No. 4
{"formula": "C27H35FN2O4", "method": "wB97M-V/def2-TZVPD", "symbols": ["C", "O", "C", "C", "C", "C", "O", "N", "C", "C", "C", "C", "C", "C", "N", "C", "C", "C", "C", "C", "C", "C", "C", "C", "C", "C", "F", "C", "C", "O", "C", "C", "O", "C", "H", "H", "H", "H", "H", "H", "H", "H", "H", "H", "H", "H", "H", "H", "H", "H", "H", "H", "H", "H", "H", "H", "H", "H", "H", "H", "H", "H", "H", "H", "H", "H", "H", "H", "H"], "xyz": [[2.155, 0.638, 3.495], [3.250, 0.359, 2.660], [3.050, -0.432, 1.558], [1.810, -0.964, 1.221], [1.650, -1.702, 0.061], [0.327, -2.304, -0.302], [0.155, -3.511, -0.282], [-0.651, -1.440, -0.659], [-0.471, -0.011, -0.792], [0.136, 0.386, -2.141], [0.585, 1.854, -2.139], [-0.577, 2.852, -1.972], [-0.366, 3.455, -0.583], [1.147, 3.384, -0.432], [1.479, 2.094, -1.007], [2.880, 1.927, -1.300], [-1.937, -1.967, -1.080], [-3.025, -1.570, -0.119], [-2.753, -1.946, 1.304], [-4.127, -0.961, -0.564], [-5.278, -0.523, 0.219], [-5.184, 0.054, 1.485], [-6.312, 0.462, 2.173], [-7.570, 0.309, 1.615], [-7.697, -0.242, 0.350], [-6.560, -0.637, -0.323], [-6.700, -1.169, -1.560], [2.737, -1.956, -0.762], [3.987, -1.459, -0.428], [5.118, -1.653, -1.160], [5.033, -2.440, -2.322], [4.158, -0.686, 0.737], [5.424, -0.211, 0.931], [5.911, -0.044, 2.244], [1.743, -0.272, 3.943], [1.365, 1.172, 2.957], [2.547, 1.278, 4.284], [0.959, -0.810, 1.865], [-1.451, 0.453, -0.663], [0.202, 0.360, -0.019], [-0.573, 0.224, -2.954], [1.008, -0.246, -2.320], [1.102, 2.046, -3.094], [-0.506, 3.634, -2.729], [-1.549, 2.373, -2.075], [-0.844, 2.838, 0.178], [-0.748, 4.471, -0.502], [1.625, 4.216, -0.979], [1.480, 3.421, 0.607], [3.452, 2.041, -0.381], [3.250, 2.658, -2.038], [3.053, 0.923, -1.682], [-1.834, -3.058, -1.092], [-2.163, -1.621, -2.094], [-3.676, -2.091, 1.859], [-2.168, -2.863, 1.331], [-2.168, -1.171, 1.802], [-4.237, -0.813, -1.632], [-4.210, 0.212, 1.919], [-6.209, 0.907, 3.151], [-8.450, 0.623, 2.154], [-8.661, -0.366, -0.118], [2.590, -2.556, -1.645], [6.045, -2.482, -2.720], [4.688, -3.455, -2.099], [4.371, -1.988, -3.069], [5.660, -0.899, 2.877], [6.994, 0.025, 2.143], [5.528, 0.868, 2.708]], "mulliken_charge": [-0.92, -0.45, 1.27, -0.47, -0.64, 0.04, -0.70, 0.67, -0.54, -0.89, -0.02, -1.08, -0.40, -0.88, 0.63, -1.39, -1.32, 1.31, -1.84, -0.69, 0.20, -0.26, -0.83, -0.36, -0.66, 0.47, -0.33, -0.46, 0.42, -0.46, -0.96, 0.86, -0.47, -0.85, 0.36, 0.31, 0.26, 0.48, 0.35, -0.26, 0.34, 0.27, 0.42, 0.34, 0.33, 0.08, 0.46, 0.39, 0.33, 0.37, 0.39, 0.28, 0.56, 0.27, 0.63, 0.37, 0.25, 0.38, 0.39, 0.39, 0.38, 0.45, 0.57, 0.26, 0.36, 0.35, 0.32, 0.31, 0.22], "smiles": "COc1cc(C(=O)N(CC[C@H]2CCCN2C)C/C(C)=C/c2ccccc2F)cc(OC)c1OC", "de_lowest_ev": 0.0000, "orbital_gap_ev": 8.560, "charge": 0, "spin_multiplicity": 1, "e_tot_ha": -1560.136834, "e_lumo_ev": 0.50, "e_homo_ev": -8.1}

---

No. 5
{"formula": "C8H17Cl2OP", "method": "wB97M-V/def2-TZVPD", "symbols": ["C", "C", "C", "C", "C", "C", "C", "C", "O", "P", "Cl", "Cl", "H", "H", "H", "H", "H", "H", "H", "H", "H", "H", "H", "H", "H", "H", "H", "H", "H"], "xyz": [[-2.952, 0.495, 1.098], [3.359, 1.004, 0.244], [0.979, 2.098, -0.254], [-2.691, -1.033, 1.175], [-1.418, -1.388, 1.887], [-0.373, -2.050, 0.938], [1.845, 1.152, 0.543], [0.070, -0.203, -5.620], [1.419, -0.248, 0.357], [0.067, -0.738, -0.348], [0.921, -1.873, -1.784], [1.389, -0.495, -4.594], [-2.746, 0.959, 2.096], [-2.326, 0.774, 0.281], [-3.959, 0.629, 0.913], [3.816, 0.335, 0.989], [3.323, 0.528, -0.686], [3.869, 1.951, 0.160], [1.372, 2.002, -1.224], [0.998, 3.057, 0.205], [-0.014, 1.771, -0.453], [-2.538, -1.463, 0.227], [-3.501, -1.449, 1.731], [-0.843, -0.618, 2.272], [-1.661, -2.030, 2.693], [0.554, -2.396, 1.379], [-0.926, -2.838, 0.448], [1.681, 1.369, 1.541], [0.287, 0.698, -6.214]], "mulliken_charge": [-0.99, -1.34, -1.30, -0.60, -0.71, -1.19, 0.47, -0.18, -0.23, 0.32, -0.32, 0.03, 0.28, 0.18, 0.40, 0.31, 0.35, 0.40, 0.42, 0.37, 0.32, 0.32, 0.46, 0.44, 0.40, 0.51, 0.42, 0.31, 0.15], "de_lowest_ev": 0.7160, "orbital_gap_ev": 7.937, "charge": 0, "spin_multiplicity": 1, "e_tot_ha": -1651.842643, "e_lumo_ev": -0.77, "e_homo_ev": -8.7}

---

No. 6
{"formula": "C5H12NO", "method": "wB97M-V/def2-TZVPD", "symbols": ["C", "C", "C", "C", "N", "C", "O", "H", "H", "H", "H", "H", "H", "H", "H", "H", "H", "H", "H"], "xyz": [[-2.567, 0.540, -0.547], [-1.736, -0.371, -1.055], [-0.228, -0.135, -1.127], [0.358, 0.587, 0.061], [-0.202, -0.056, 1.319], [1.891, 0.361, 0.151], [2.085, -0.903, 0.729], [-2.290, 1.543, -0.242], [-3.614, 0.298, -0.458], [-2.210, -1.179, -1.592], [0.252, -1.108, -1.248], [-0.106, 0.370, -2.074], [0.083, 1.630, 0.178], [0.246, 0.351, 2.137], [-1.214, 0.062, 1.321], [0.092, -1.029, 1.317], [2.341, 1.122, 0.762], [2.265, 0.453, -0.872], [2.836, -0.921, 1.327]], "mulliken_charge": [-0.99, -0.25, -0.50, -0.11, -0.28, -0.76, -0.54, 0.34, 0.29, 0.38, 0.41, 0.38, 0.43, 0.35, 0.34, 0.39, 0.48, 0.31, 0.33], "smiles": "C=CC[C@@H]([NH3+])CO", "de_lowest_ev": 0.8243, "orbital_gap_ev": 10.654, "charge": 1, "spin_multiplicity": 1, "e_tot_ha": -327.429291, "e_lumo_ev": -3.28, "e_homo_ev": -13.9}